Entry 1:
Molecular formula: C9H4Cl3F17Ga
Method: DFT, ωB97M-V/def2-TZVPD

Values from the calculation:
E_tot: -5348.42697 Ha
Kohn-Sham gap: 7.74 eV
HOMO energy: -5.5067 eV
Net charge: -1

```
34
C9H4Cl3F17Ga ωB97M-V/def2-TZVPD
F 0.2806 4.4301 0.7948
C 1.0406 3.6744 0.0057
F 2.3288 4.0086 0.1568
F 0.7369 3.9208 -1.2785
C 0.9036 2.1661 0.3475
F 1.8456 1.4945 -0.3173
F 1.2011 2.0675 1.6565
C -0.5346 1.5826 0.1492
F -1.3015 2.3258 -0.6632
F -1.1301 1.6395 1.3626
C -0.5866 0.0596 -0.2322
F 0.0137 -0.6086 0.7439
F -1.9131 -0.2473 -0.1404
C -0.1286 -0.2679 -1.6836
F -1.2107 -0.7121 -2.3534
F 0.2253 0.8719 -2.3215
C 1.0216 -1.3182 -1.9530
F 0.7717 -1.6822 -3.2514
F 2.2067 -0.7077 -2.0433
C 1.0203 -2.6453 -1.1406
F 1.3013 -3.6321 -2.0232
F -0.2968 -2.8514 -0.8225
C 1.9282 -2.8603 0.1359
F 1.0620 -3.2651 1.1326
F 2.6791 -3.9828 -0.1295
Ga 3.2091 -1.4643 0.9638
H 2.4290 -0.3864 1.8668
H 4.1041 -0.6658 -0.1073
H 4.2030 -2.2551 1.9470
C -5.4686 0.3577 1.8976
Cl -6.0354 -0.9103 2.9953
Cl -3.8728 -0.0164 1.2620
Cl -6.6285 0.6000 0.5833
H -5.4050 1.2800 2.4597
```

These are the natural (NBO) partial charges, in e, on atoms 1 to 4: F -0.302; C 0.925; F -0.302; F -0.310

---

Entry 2:
Molecular formula: C30H26AuN4O5STe
Method: DFT, ωB97M-V/def2-TZVPD

Values from the calculation:
E_tot: -2555.56990 Ha
Kohn-Sham gap: 4.14 eV
HOMO energy: -9.9485 eV
Net charge: +1

```
68
C30H26AuN4O5STe ωB97M-V/def2-TZVPD
Au 2.9133 0.1867 0.2297
C -4.0037 4.1560 -3.2442
O -4.9064 3.7271 -2.1930
C -4.8841 2.5096 -1.7526
C -4.0758 1.4733 -2.3020
C -4.0137 0.2759 -1.6639
C -4.7757 0.0496 -0.4739
C -5.7169 1.0335 -0.0454
C -5.7516 2.2379 -0.6558
N -4.7163 -1.0745 0.2301
N -3.8429 -1.9530 0.2042
C -2.5484 -2.0194 0.2060
C -1.9413 -3.2266 -0.2991
C -0.6121 -3.3482 -0.3692
C 0.2965 -2.2927 0.0744
O 1.4995 -2.4283 -0.0328
C -0.3062 -1.0561 0.6560
N 0.4964 -0.0530 1.0561
C -0.0486 1.0079 1.6297
C -1.4058 1.1192 1.9101
C -2.2367 0.1166 1.4854
C -1.7048 -0.9655 0.7822
H -4.2431 5.1995 -3.4158
H -4.1392 3.5796 -4.1542
H -2.9697 4.0576 -2.9213
H -3.5525 1.6262 -3.2439
H -3.4212 -0.5313 -2.0783
H -6.3514 0.8190 0.8043
H -6.4280 3.0189 -0.3367
H -2.5940 -3.9950 -0.6922
H -0.1527 -4.2321 -0.7901
H 0.6359 1.7996 1.9106
H -1.7856 1.9826 2.4371
H -3.2945 0.1547 1.7080
N 3.0280 1.4226 -1.6690
C 1.9997 1.0976 -2.6495
C 0.8141 0.5375 -2.2137
C -0.1866 0.2272 -3.1275
C 0.0173 0.5020 -4.4659
C 1.2071 1.0513 -4.9162
C 2.2066 1.3443 -4.0011
S -1.2871 0.1671 -5.6905
O -0.7908 -0.9933 -6.3909
O -2.4726 -0.0890 -4.8772
O -1.3609 1.3979 -6.4460
H 3.9456 1.3168 -2.0872
H 2.9561 2.3913 -1.3711
H 0.6840 0.3269 -1.1603
H -1.1170 -0.2240 -2.8103
H 1.3388 1.2454 -5.9717
H 3.1463 1.7681 -4.3392
C 5.5081 -0.6854 2.9858
Te 4.2221 -1.6574 1.5597
C 2.9050 -1.7481 3.2486
C 3.8052 -1.7676 4.4536
C 3.3829 -2.2718 5.6772
C 4.2340 -2.2511 6.7712
C 5.5130 -1.7283 6.6443
C 5.9406 -1.2301 5.4232
C 5.0917 -1.2434 4.3239
H 5.3384 0.3903 2.9430
H 6.5586 -0.8680 2.7710
H 2.2697 -2.6293 3.1790
H 2.2707 -0.8629 3.2325
H 2.3873 -2.6882 5.7735
H 3.9033 -2.6560 7.7181
H 6.1781 -1.7142 7.4970
H 6.9440 -0.8336 5.3263
```

These are the natural (NBO) partial charges, in e, on atoms 1 to 4: Au 0.517; C -0.271; O -0.413; C 0.489

---

Entry 3:
Molecular formula: C5H4F6LiN3O4S2
Method: DFT, ωB97M-V/def2-TZVPD

Values from the calculation:
E_tot: -2061.35429 Ha
Kohn-Sham gap: 10.18 eV
HOMO energy: -9.9112 eV
Net charge: 0

```
25
C5H4F6LiN3O4S2 ωB97M-V/def2-TZVPD
Li 1.8520 0.1064 0.4162
F -0.2963 -1.2621 3.8238
C -0.9858 -1.8498 2.8517
F -0.8856 -3.1694 2.9844
F -2.2625 -1.4952 2.9406
S -0.3306 -1.3533 1.1978
O 1.1195 -1.3820 1.3403
O -0.9296 -2.2680 0.2817
N -0.8589 0.0955 0.9398
S -0.2846 1.4290 1.5486
O 1.0800 1.6908 1.0983
O -0.5745 1.6721 2.9217
C -1.3217 2.6113 0.5895
F -1.1636 2.4387 -0.7213
F -0.9295 3.8448 0.9123
F -2.6022 2.4632 0.9008
N 0.5851 -1.1429 -3.0636
C 0.6702 0.1906 -3.3874
C 1.4782 0.7405 -2.4461
N 1.9095 -0.2337 -1.5657
C 1.3416 -1.3492 -1.9716
H 0.0321 -1.8443 -3.5242
H 0.1526 0.6094 -4.2306
H 1.7808 1.7681 -2.3446
H 1.4237 -2.3105 -1.4922
```

These are the natural (NBO) partial charges, in e, on atoms 1 to 4: Li 0.903; F -0.301; C 0.730; F -0.303

---

Entry 4:
Molecular formula: C2F3NO5RbS2
Method: DFT, ωB97M-V/def2-TZVPD

Values from the calculation:
E_tot: -1627.07732 Ha
Kohn-Sham gap (alpha / beta): 4.93 / 4.98 eV
HOMO energy (alpha / beta): -3.4679 / -3.5174 eV
Net charge: -1

```
14
C2F3NO5RbS2 ωB97M-V/def2-TZVPD
O -3.5465 -2.3365 -0.2878
C -3.4382 -1.1600 -0.0879
O -4.0210 -0.0995 -0.2207
Rb -2.2560 2.1252 0.0772
N 1.5251 1.1440 0.3432
S -0.2871 -1.4724 0.2644
O -1.7351 -0.6692 0.3932
S 1.5867 0.7367 -1.2343
O 0.1124 0.7920 -1.2123
O 2.9974 1.2061 -1.3295
C 2.1095 -0.9660 -1.9685
F 1.4189 -2.0968 -1.9404
F 2.3427 -0.8041 -3.2758
F 3.2857 -1.3756 -1.4734
```

These are the Mulliken partial charges, in e, on atoms 1 to 4: O -0.509; C 0.823; O -0.664; Rb 0.901

---

Entry 5:
Molecular formula: C3H3ClN2O
Method: DFT, ωB97M-V/def2-TZVPD

Values from the calculation:
E_tot: -761.03772 Ha
Kohn-Sham gap: 9.48 eV
HOMO energy: -8.8481 eV
SMILES string: Oc1[nH]ncc1Cl
Net charge: 0

```
10
C3H3ClN2O ωB97M-V/def2-TZVPD
O 1.6262 0.3685 1.1608
C 0.5800 -0.2785 0.5987
N 0.2273 -1.5244 0.9689
N -0.9496 -1.9207 0.2991
C -1.2237 -0.8730 -0.4507
C -0.3222 0.1937 -0.3165
Cl -0.1439 1.6868 -1.0856
H 1.7094 1.1980 0.7060
H 0.7808 -2.1482 1.5202
H -2.2013 -0.8114 -0.9217
```

These are the natural (NBO) partial charges, in e, on atoms 1 to 4: O -0.649; C 0.450; N -0.384; N -0.261

---

Entry 6:
Molecular formula: C30H56F2N2O10
Method: DFT, ωB97M-V/def2-TZVPD

Values from the calculation:
E_tot: -2238.24568 Ha
Kohn-Sham gap: 8.35 eV
HOMO energy: -8.1014 eV
SMILES string: CC1(C)CCCC(C)(C)N1O.CC1(C)CCCC(C)(C)N1O.O=C1OC[C@@H](F)O1.O=C1OC[C@@H](F)O1.CC(C)=O.CC(C)=O
Net charge: 0

```
100
C30H56F2N2O10 ωB97M-V/def2-TZVPD
C -23.7585 -18.9733 21.0726
C -23.2839 -18.7606 19.6422
C -21.9397 -19.4790 19.3900
C -24.3185 -19.4340 18.7231
C -24.3010 -18.9628 17.2782
C -24.3731 -17.4327 17.2356
C -23.3252 -16.7045 18.0809
C -22.0194 -16.6624 17.2788
C -23.8883 -15.3006 18.2868
N -23.1976 -17.3363 19.3852
O -22.1883 -16.6993 20.1428
H -23.7543 -20.0090 21.4070
H -23.0817 -18.4481 21.7648
H -24.6962 -18.4509 21.2714
H -21.1205 -18.9265 19.8614
H -21.9535 -20.4417 19.9003
H -21.7307 -19.5063 18.3232
H -24.0237 -20.4934 18.7495
H -25.3290 -19.5210 19.1290
H -23.5201 -19.4073 16.6624
H -25.2426 -19.3091 16.8391
H -25.3815 -17.1517 17.5516
H -24.3129 -17.1805 16.1737
H -21.8221 -17.5787 16.7223
H -21.1555 -16.4967 17.9285
H -22.0268 -15.8115 16.5937
H -23.1536 -14.6054 18.7144
H -24.7634 -15.2873 18.9369
H -24.1718 -14.8275 17.3412
H -22.7056 -16.2076 20.7958
C -22.1141 -8.0240 15.5386
C -21.3007 -8.0253 16.8340
C -19.8043 -7.9179 16.5070
C -21.7285 -6.7639 17.6115
C -21.5380 -6.9028 19.1208
C -22.2553 -8.1137 19.7018
C -21.8237 -9.4066 19.0305
C -20.5175 -9.9107 19.6608
C -22.9048 -10.4766 19.1964
N -21.5946 -9.2296 17.5901
O -21.1339 -10.3893 16.9498
H -23.1584 -8.2817 15.7477
H -22.1805 -7.0328 15.0867
H -21.7594 -8.7689 14.8232
H -19.5505 -8.6338 15.7212
H -19.5949 -6.9510 16.0397
H -19.1502 -8.0544 17.3652
H -21.0469 -5.9591 17.3336
H -22.7565 -6.4666 17.4049
H -20.4801 -6.9231 19.3925
H -21.9304 -5.9937 19.5883
H -23.3352 -8.0103 19.8038
H -21.8474 -8.1540 20.7196
H -19.7595 -9.1207 19.7182
H -20.0374 -10.6851 19.0618
H -20.6429 -10.2872 20.6801
H -23.2626 -10.4590 20.2239
H -22.6760 -11.4503 18.7799
H -23.7753 -10.1189 18.6270
H -21.9255 -10.7862 16.5664
O -25.8184 -11.0294 24.6364
C -25.4574 -11.9560 25.2670
O -25.7186 -13.2570 24.9947
C -24.7518 -14.0348 25.6973
C -24.3561 -13.1364 26.8638
F -23.0096 -13.2203 27.0681
O -24.6794 -11.8550 26.3837
H -25.1433 -15.0096 25.9753
H -23.8862 -14.2057 25.0513
H -24.8264 -13.3472 27.8217
O -17.7668 -18.8419 24.1443
C -18.1430 -17.9979 23.4120
O -18.9227 -16.9419 23.7581
C -18.9855 -16.0503 22.6334
C -18.7467 -17.0042 21.4786
F -18.0795 -16.3764 20.4727
O -17.8551 -17.9322 22.0798
H -19.9668 -15.5847 22.6718
H -18.1911 -15.3051 22.6745
H -19.6292 -17.5026 21.0780
C -23.9912 -12.5608 21.9616
C -22.9678 -13.6401 21.6907
C -21.6759 -13.2396 21.0179
O -23.1709 -14.7821 22.0587
H -24.6049 -12.4612 21.0637
H -23.4536 -11.6402 22.1741
H -24.6375 -12.8666 22.7784
H -21.8077 -12.9196 19.9890
H -21.0083 -14.0981 21.0065
H -21.2912 -12.4036 21.6031
C -29.8242 -12.4839 20.7615
C -29.0723 -11.6503 21.7728
C -28.4308 -12.4071 22.9263
O -29.0728 -10.4480 21.7269
H -29.1531 -12.5936 19.8976
H -30.7368 -12.0222 20.3954
H -30.0079 -13.5061 21.0877
H -29.1675 -13.1043 23.3308
H -28.2670 -11.6787 23.7185
H -27.5158 -12.9117 22.6260
```

These are the Mulliken partial charges, in e, on atoms 1 to 4: C -1.907; C 1.530; C -1.170; C -1.334